The following is a quantum chemistry calculation of a molecular structure, C5H11N3, from the Open Molecules 2025 dataset.

## Properties
highest occupied orbital energy = -5.878 eV

Atoms and positions in Å:
C  -0.970  0.481  -0.656
C  -1.923  -0.683  -0.512
C  -0.269  0.949  0.531
N  1.948  0.410  1.340
N  -0.574  1.861  1.465
C  0.785  -0.313  -0.964
C  1.055  -1.668  -1.030
N  0.907  0.372  0.392
H  -1.360  1.279  -1.292
H  2.244  -0.559  1.454
H  2.735  0.889  0.905
H  -1.539  2.101  1.606
H  0.100  2.014  2.204
H  1.230  0.311  -1.737
H  -1.568  -1.399  0.232
H  -2.937  -0.375  -0.236
H  -1.967  -1.221  -1.463
H  1.447  -2.091  -1.944
H  0.656  -2.357  -0.294

=====

The following is a quantum chemistry calculation of a molecular structure, C5H11N3, from the Open Molecules 2025 dataset.

## Properties
highest occupied orbital energy (spin up / spin down) = -7.692 / -7.692 eV

Atoms and positions in Å:
C  1.024  0.006  -1.395
N  1.036  -1.324  -1.511
C  -0.634  0.829  -0.865
N  -1.660  0.501  -1.527
H  0.574  -1.603  -2.377
H  0.189  -1.892  -0.290
H  -2.262  1.285  -1.784
H  1.667  0.429  -0.626
H  0.989  0.621  -2.299
H  -0.388  1.863  -0.559
C  -0.609  -0.465  0.875
C  0.568  -0.043  1.617
C  0.591  1.039  2.400
N  -0.662  -1.703  0.360
H  -1.532  -1.882  -0.133
H  -1.548  0.002  1.145
H  1.458  -0.652  1.495
H  -0.289  1.655  2.544
H  1.488  1.335  2.929

=====

The following is a quantum chemistry calculation of a gas-phase ion, C5H11N3 (charge +2) in a non-equilibrium geometry, from the Open Molecules 2025 dataset.

## Properties
highest occupied orbital energy = -20.040 eV
SMILES string = CCC1=[NH+]CNC=[NH+]1
total charge = +2

Atoms and positions in Å:
C  1.057  2.132  -0.028
C  -0.247  0.170  -0.539
C  -0.774  1.418  1.453
C  0.288  -2.211  -0.187
C  -0.288  -1.179  -1.221
N  0.234  2.339  0.922
N  0.852  0.957  -0.717
N  -1.023  0.348  0.480
H  1.743  2.760  -0.537
H  -0.428  0.931  2.344
H  -1.673  1.971  1.546
H  -0.321  -3.063  -0.298
H  0.225  -1.834  0.891
H  1.330  -2.233  -0.262
H  -1.242  -1.515  -1.490
H  0.281  -1.098  -2.239
H  0.376  3.117  1.519
H  1.538  0.772  -1.408
H  -1.840  -0.179  0.529

=====

The following is a quantum chemistry calculation of a molecular structure, C5H11N3O in a non-equilibrium geometry, from the Open Molecules 2025 dataset.

## Properties
highest occupied orbital energy = -7.710 eV

Atoms and positions in Å:
C  0.491  0.902  2.718
C  0.457  0.391  1.248
C  1.783  0.252  0.515
C  -0.795  0.371  0.522
C  -0.614  0.472  -1.849
H  -0.572  0.791  3.198
H  1.013  0.237  3.450
H  1.117  1.965  2.774
H  2.998  0.667  1.149
H  2.125  -0.662  -0.246
H  1.917  1.208  -0.074
H  -1.492  0.415  1.250
H  -1.371  -2.241  -0.501
H  -2.674  -1.432  -1.240
H  -0.589  1.706  -1.972
H  0.129  -1.944  -3.868
N  -0.920  -0.179  -0.660
N  -1.919  -1.291  -0.472
N  -0.582  -0.137  -3.038
O  -0.501  -1.492  -2.903

=====

The following is a quantum chemistry calculation of a molecular structure, C5H11N3O in a non-equilibrium geometry, from the Open Molecules 2025 dataset.

## Properties
highest occupied orbital energy = -7.474 eV

Atoms and positions in Å:
C  0.386  0.248  1.529
C  -0.429  1.262  -2.095
N  0.169  -1.422  0.640
C  0.470  0.279  0.064
C  -0.736  0.675  -0.749
N  1.375  -2.146  0.611
C  -1.987  0.503  -0.322
O  -0.535  0.906  2.221
N  1.658  0.630  -0.442
H  -0.425  0.748  3.170
H  -0.609  -1.793  0.092
H  1.300  -0.039  2.050
H  1.237  -3.074  0.993
H  1.761  -2.208  -0.328
H  2.420  0.367  0.181
H  -1.346  1.463  -2.649
H  0.138  2.186  -1.980
H  0.208  0.589  -2.671
H  -2.830  0.760  -0.950
H  -2.225  0.065  0.636

=====

The following is a quantum chemistry calculation of a gas-phase ion, C5H11N3O (charge +2) in a non-equilibrium geometry, from the Open Molecules 2025 dataset.

## Properties
highest occupied orbital energy = -17.855 eV
total charge = +2

Atoms and positions in Å:
C  0.279  2.037  0.094
C  -1.090  -0.519  1.051
C  0.733  1.411  -1.152
C  0.178  -0.099  0.536
C  1.694  -0.885  -1.262
N  -2.186  -0.671  0.314
N  -1.189  -0.637  2.364
N  0.528  -0.042  -0.919
O  0.034  2.895  0.799
H  0.211  1.812  -2.034
H  1.800  1.653  -1.290
H  1.040  -0.292  1.154
H  1.887  -0.859  -2.333
H  2.582  -0.534  -0.739
H  1.513  -1.920  -0.973
H  -2.230  -0.685  -0.690
H  -3.055  -0.911  0.773
H  -0.390  -0.556  2.976
H  -2.079  -0.814  2.809
H  -0.262  -0.383  -1.477